Record 1
A structure of composition C12H18Cl2F6LaN3O5S4 at a distorted geometry, computed with ωB97M-V/def2-TZVPD.

Geometry (Å):
1 La -0.463 -1.244 0.705
2 S 2.105 -2.128 2.347
3 S 3.139 -0.861 3.430
4 S 1.956 0.743 3.786
5 S 1.272 1.161 1.939
6 C 4.382 -0.290 -1.589
7 C 3.580 0.894 -2.134
8 N 2.282 0.690 -2.766
9 C 1.786 1.961 -3.399
10 C 2.137 2.022 -4.852
11 C 1.298 -0.269 -2.383
12 C 0.231 -0.717 -3.410
13 N 1.385 -0.807 -1.209
14 H 4.052 -0.407 -0.497
15 H 5.404 0.069 -1.528
16 H 4.365 -1.215 -2.165
17 H 4.097 1.415 -2.948
18 H 3.450 1.704 -1.334
19 H 2.259 2.754 -2.809
20 H 0.744 2.041 -3.149
21 H 1.606 1.235 -5.444
22 H 3.205 1.860 -4.957
23 H 1.783 3.021 -5.271
24 H -0.675 -0.109 -3.212
25 H -0.031 -1.774 -3.253
26 H 0.656 -0.677 -4.445
27 H 2.148 -0.375 -0.637
28 O 0.086 -3.790 0.598
29 N -0.872 -4.103 -0.184
30 O -1.512 -3.095 -0.627
31 C -1.523 -1.279 4.887
32 C -2.425 -0.913 3.691
33 O -1.717 -0.816 2.539
34 C -3.590 -1.969 3.547
35 F -4.797 -1.603 4.156
36 F -3.913 -2.301 2.272
37 F -3.230 -3.069 4.257
38 C -3.122 0.489 4.058
39 F -3.663 0.490 5.298
40 F -2.131 1.475 4.011
41 F -4.099 0.825 3.167
42 H -0.877 -2.089 4.505
43 H -2.045 -1.515 5.820
44 H -0.907 -0.365 5.087
45 Cl -1.682 3.206 0.396
46 C -2.851 2.299 -0.700
47 Cl -4.231 1.759 0.307
48 C -2.099 1.137 -1.392
49 O -2.063 1.200 -2.611
50 O -1.613 0.356 -0.487
51 H -3.277 2.972 -1.411

Output
Total charge: -2
Energy: -4152.668664 Eh
LUMO level: 4.32 eV

These are the Löwdin partial charges, in e, on atoms 1 to 8: atom 1 (La): 1.7905, atom 2 (S): -0.2736, atom 3 (S): -0.3300, atom 4 (S): -0.2781, atom 5 (S): -0.2871, atom 6 (C): -0.0814, atom 7 (C): -0.2520, atom 8 (N): -0.1187

Record 2
A cluster of 3 separate species, C15H15Br2F9N2O5 in total, computed with ωB97M-V/def2-TZVPD.

Geometry (Å):
1 N 3.316 1.837 -4.089
2 C 2.614 1.644 -3.202
3 C 1.769 1.436 -2.027
4 Br -0.083 1.513 -2.579
5 C 2.169 0.131 -1.289
6 Br 0.954 -0.140 0.219
7 C 2.010 -1.010 -2.191
8 N 1.909 -1.880 -2.931
9 C 3.598 0.307 -0.728
10 C 4.406 -0.972 -0.495
11 O 3.613 -1.984 0.077
12 C 5.108 -1.533 -1.758
13 F 4.990 -0.697 -2.805
14 F 6.432 -1.664 -1.511
15 F 4.652 -2.722 -2.124
16 H 1.928 2.266 -1.339
17 H 4.168 0.994 -1.358
18 H 3.483 0.785 0.245
19 H 5.229 -0.699 0.169
20 H 3.803 -2.065 1.016
21 C 0.392 -4.780 5.479
22 C -0.637 -4.004 4.690
23 O -0.400 -2.577 4.786
24 C 0.519 -2.087 3.976
25 O 1.179 -2.679 3.173
26 C 0.627 -0.556 4.166
27 F 0.670 -0.218 5.456
28 F -0.430 0.048 3.604
29 F 1.730 -0.102 3.575
30 H 0.404 -4.451 6.518
31 H 0.146 -5.841 5.453
32 H 1.388 -4.648 5.059
33 H -1.637 -4.137 5.094
34 H -0.640 -4.287 3.638
35 C -5.440 5.162 -2.221
36 C -5.844 3.804 -1.697
37 O -5.533 2.763 -2.656
38 C -4.283 2.337 -2.662
39 O -3.383 2.702 -1.965
40 C -4.114 1.213 -3.711
41 F -4.689 1.532 -4.872
42 F -4.672 0.083 -3.259
43 F -2.820 0.989 -3.925
44 H -5.913 5.357 -3.183
45 H -5.755 5.933 -1.517
46 H -4.360 5.229 -2.343
47 H -6.921 3.730 -1.562
48 H -5.352 3.570 -0.754

Output
Energy: -7113.134957 Eh
LUMO level: 0.18 eV

These are the Löwdin partial charges, in e, on atoms 1 to 8: atom 1 (N): 0.2031, atom 2 (C): -0.2941, atom 3 (C): -0.7133, atom 4 (Br): 0.8225, atom 5 (C): -0.7949, atom 6 (Br): 0.8562, atom 7 (C): -0.2877, atom 8 (N): 0.2407

Record 3
The molecule C2H3NS2 at a distorted geometry, computed with ωB97M-V/def2-TZVPD.

Geometry (Å):
1 S -2.609 -0.581 -0.001
2 C -0.997 -0.638 -0.038
3 N -0.185 0.440 -0.063
4 C 1.186 0.427 -0.009
5 S 2.125 -0.878 -0.003
6 H -0.455 -1.572 -0.042
7 H -0.645 1.368 0.167
8 H 1.578 1.435 -0.012

Output
Energy: -929.115662 Eh
LUMO level: -0.95 eV

Formally, the Löwdin partial charges of the atoms, in units of the elementary charge, are as follows: atom 1 (S): 0.6604, atom 2 (C): -0.7590, atom 3 (N): -0.1271, atom 4 (C): -0.7135, atom 5 (S): 0.6848, atom 6 (H): 0.0301, atom 7 (H): 0.1620, atom 8 (H): 0.0622

For the records above, the corresponding energy above the lowest of the compared OMol25 structures with the same formula, charge and spin values read 0.0000, 0.0000, 0.0451 eV.
For the records above, the corresponding highest occupied orbital energy values read -0.34, -10.35, -8.89 eV.